Here is an isolated molecule of C14H18O4 from OMol25. Energies are from ωB97M-V with the def2-TZVPD basis set.

ORCA input file:
```
! wB97M-V def2-TZVPD RIJCOSX def2/J DEFGRID3
* xyz 0 1
C 4.300 -2.614 -4.032
C 2.966 -1.970 -3.757
O 2.302 -1.381 -4.564
O 2.625 -2.162 -2.471
C 1.452 -1.633 -1.943
C 0.753 -2.437 -1.051
C -0.395 -1.958 -0.453
C -0.864 -0.678 -0.729
C -2.109 -0.167 -0.063
C -1.917 0.128 1.430
C -0.950 1.287 1.702
C 0.502 0.851 1.823
O -1.295 1.913 2.952
C -2.214 2.879 2.929
C -2.456 3.426 4.313
O -2.771 3.260 1.932
C -0.151 0.110 -1.623
C 1.003 -0.354 -2.229
H 4.480 -2.635 -5.102
H 4.318 -3.620 -3.623
H 5.080 -2.033 -3.543
H 1.119 -3.430 -0.841
H -0.940 -2.590 0.233
H -2.896 -0.918 -0.158
H -2.449 0.743 -0.560
H -1.566 -0.765 1.950
H -2.890 0.400 1.845
H -1.064 2.043 0.914
H 0.606 0.147 2.645
H 0.827 0.377 0.903
H 1.134 1.712 2.023
H -3.482 3.212 4.603
H -1.769 2.975 5.021
H -2.330 4.506 4.297
H -0.500 1.106 -1.851
H 1.543 0.271 -2.922
*
```

Calculated values
* calculated total energy: -23001.04337 eV
* M: 250.294 g/mol
* SMILES string: CC(=O)Oc1ccc(CC[C@H](C)OC(C)=O)cc1

Mulliken atomic charge list, values in e, 8 entries:
1. C -1.1373
2. C 0.7311
3. O -0.5275
4. O -0.3959
5. C 0.5748
6. C -0.7566
7. C -0.1059
8. C 0.2620

---

Here is an isolated molecule of C2H5N3OS2 at a distorted geometry from OMol25. Energies are from ωB97M-V with the def2-TZVPD basis set.

ORCA input file:
```
! wB97M-V def2-TZVPD RIJCOSX def2/J DEFGRID3
* xyz 0 1
S -2.938 0.151 -0.036
N -1.569 -0.889 0.016
C -0.434 -0.339 0.114
N -0.193 1.049 0.222
O 1.026 1.547 -0.313
C 2.118 0.915 0.310
S 2.219 -0.780 -0.286
N 0.669 -1.152 0.392
H -3.713 -0.675 -0.744
H -0.866 1.565 -0.315
H 3.001 1.480 -0.025
H 2.026 0.928 1.433
H 0.391 -2.130 0.348
*
```

Calculated values
* calculated total energy: -30340.43472 eV
* M: 151.216 g/mol
* SMILES string: S/N=C1\NOCSN1

Mulliken atomic charge list, values in e, 8 entries:
1. S -0.2151
2. N -0.5408
3. C 0.5794
4. N -0.3299
5. O -0.2253
6. C -0.2751
7. S -0.0376
8. N -0.2948

---

Here is an isolated molecule of C3H5NS at a distorted geometry from OMol25. Energies are from ωB97M-V with the def2-TZVPD basis set.

ORCA input file:
```
! wB97M-V def2-TZVPD RIJCOSX def2/J DEFGRID3
* xyz 0 1
S 1.837 0.195 0.066
C 0.518 -0.766 -0.098
N -0.696 -0.251 -0.359
C -1.377 0.967 -0.005
C -2.045 -0.391 0.231
H 0.528 -1.838 -0.004
H -0.948 1.615 0.785
H -1.712 1.494 -0.884
H -2.126 -0.795 1.234
H -2.844 -0.698 -0.445
*
```

Calculated values
* calculated total energy: -15515.55184 eV
* M: 87.147 g/mol
* SMILES string: S=CN1CC1

Mulliken atomic charge list, values in e, 8 entries:
1. S -0.3292
2. C -0.1140
3. N -0.1234
4. C -0.3440
5. C -0.3783
6. H 0.3265
7. H 0.2660
8. H 0.2181

---

Here is a cluster of 2 separate species, C2H4FNS in total at a distorted geometry from OMol25. Energies are from ωB97M-V with the def2-TZVPD basis set.

ORCA input file:
```
! wB97M-V def2-TZVPD RIJCOSX def2/J DEFGRID3
* xyz 0 1
C -0.153 1.174 -0.284
C 1.231 -0.555 0.231
N 0.965 0.872 0.055
F -0.616 2.289 -0.546
S -2.647 -0.815 0.319
H 1.005 -1.190 -0.671
H 2.110 -0.773 0.691
H 0.432 -0.714 1.031
H -2.328 -0.288 -0.826
*
```

Calculated values
* calculated total energy: -17177.04282 eV
* M: 93.126 g/mol

Mulliken atomic charge list, values in e, 8 entries:
1. C 0.2639
2. C -0.5736
3. N -0.2940
4. F -0.1493
5. S -0.1696
6. H 0.2364
7. H 0.3050
8. H 0.2399

---

Here is a structure of composition C20H40F12K2N2O16S4 at a distorted geometry from OMol25. Energies are from ωB97M-V with the def2-TZVPD basis set.

ORCA input file:
```
! wB97M-V def2-TZVPD RIJCOSX def2/J DEFGRID3
* xyz 0 1
K -18.799 1.306 14.988
K -21.220 -1.660 21.333
C -18.612 -4.013 23.541
F -17.657 -4.247 22.661
F -19.094 -2.801 23.211
F -19.555 -4.923 23.477
S -17.853 -3.828 25.307
O -18.828 -4.303 26.266
O -16.615 -4.606 25.303
N -17.476 -2.218 25.257
S -18.521 -1.525 26.196
O -19.870 -1.674 25.637
O -18.384 -1.738 27.617
C -18.190 0.317 25.718
F -18.448 0.401 24.419
F -18.996 1.143 26.366
F -16.950 0.643 26.045
C -18.960 -4.088 19.467
F -19.337 -4.445 18.258
F -19.992 -4.002 20.312
F -18.077 -4.972 19.877
S -18.040 -2.406 19.403
O -17.264 -2.303 20.607
O -17.356 -2.387 18.135
N -19.331 -1.252 19.370
S -18.508 0.041 19.061
O -17.255 0.340 19.715
O -18.518 0.239 17.617
C -19.612 1.419 19.675
F -19.032 2.588 19.503
F -20.816 1.340 19.084
F -19.867 1.287 20.994
C -15.291 1.742 16.898
O -15.788 1.328 15.628
C -15.145 2.002 14.551
C -15.754 1.429 13.259
O -17.062 1.886 13.057
C -17.166 3.190 12.485
H -15.647 1.021 17.631
H -15.741 2.710 17.150
H -14.201 1.801 16.872
H -14.062 1.891 14.632
H -15.419 3.063 14.586
H -15.820 0.339 13.328
H -15.078 1.536 12.402
H -17.263 3.017 11.413
H -16.309 3.850 12.644
H -18.003 3.775 12.869
C -19.616 -9.671 16.865
O -20.247 -8.669 17.627
C -20.643 -7.522 16.924
C -21.615 -6.618 17.687
O -22.894 -7.127 17.836
C -23.666 -7.155 16.670
H -18.891 -9.218 16.177
H -20.384 -10.228 16.315
H -19.111 -10.302 17.594
H -21.031 -7.815 15.934
H -19.732 -7.001 16.590
H -21.563 -5.614 17.246
H -21.089 -6.475 18.636
H -23.421 -6.381 15.923
H -24.709 -7.005 16.938
H -23.446 -8.057 16.085
C -21.825 -0.420 16.106
O -20.988 -0.565 14.984
C -21.148 -1.850 14.428
C -20.710 -1.831 12.979
O -19.325 -1.647 12.861
C -18.774 -1.780 11.574
H -21.592 0.524 16.611
H -21.863 -1.170 16.898
H -22.858 -0.223 15.785
H -22.188 -2.196 14.450
H -20.564 -2.617 14.954
H -21.274 -1.003 12.527
H -21.060 -2.744 12.488
H -19.407 -1.260 10.846
H -18.561 -2.802 11.252
H -17.827 -1.238 11.603
C -17.205 -6.359 15.916
O -18.159 -6.616 14.953
C -18.857 -5.446 14.568
C -19.851 -5.689 13.456
O -20.950 -6.353 14.045
C -21.900 -6.916 13.135
H -17.477 -5.590 16.664
H -16.216 -5.909 15.719
H -16.956 -7.222 16.536
H -18.119 -4.707 14.226
H -19.326 -5.089 15.493
H -19.386 -6.241 12.632
H -20.180 -4.732 13.034
H -22.921 -6.833 13.504
H -21.526 -7.938 13.039
H -21.922 -6.386 12.178
*
```

Calculated values
* calculated total energy: -165722.36745 eV
* M: 998.978 g/mol

Mulliken atomic charge list, values in e, 8 entries:
1. K 0.8984
2. K 0.9809
3. C 0.6201
4. F -0.2002
5. F -0.2433
6. F -0.2470
7. S 1.0365
8. O -0.5817

---

Here is the ion C4H6N2 with charge +2 at a distorted geometry from OMol25. Energies are from ωB97M-V with the def2-TZVPD basis set.

ORCA input file:
```
! wB97M-V def2-TZVPD RIJCOSX def2/J DEFGRID3
* xyz 2 1
C -1.328 -0.264 -0.188
N -0.757 -0.823 0.850
C 0.658 -0.592 0.893
C 0.823 0.225 -0.257
N -0.404 0.457 -0.776
C 0.665 1.288 -1.270
H -2.289 -0.191 -0.477
H -1.274 -1.238 1.629
H 1.223 -1.642 0.876
H 0.928 -0.568 1.943
H 0.673 2.334 -0.987
H 1.082 1.013 -2.236
*
```

Calculated values
* calculated total energy: -7201.17950 eV
* M: 82.106 g/mol
* SMILES string: C1=[NH+]CC2=[N+]1C2

Mulliken atomic charge list, values in e, 8 entries:
1. C -0.0279
2. N 0.0072
3. C -0.5569
4. C 0.2704
5. N 0.1271
6. C 0.0012
7. H 0.4791
8. H 0.3059